Formula: C22H51N4OP2Tl
Source: OMol25
Level of theory: ωB97M-V/def2-TZVPD

Cartesian coordinates (Å):
Tl 1.0478 -0.2174 -0.1358
P -0.6873 0.3674 -2.4183
P 0.1624 -0.2628 2.5251
N -1.8878 0.7129 0.3925
C -2.2773 1.1739 -2.0650
H -2.2259 2.1262 -2.6138
H -3.0755 0.5738 -2.5091
C -2.7081 1.3941 -0.5901
H -2.6065 2.4662 -0.2804
H -3.8207 1.2569 -0.4963
C -2.4151 0.6236 1.7413
H -2.9247 -0.3547 1.9144
H -3.1810 1.4081 1.8040
C -1.3141 0.8172 2.8001
H -1.7160 0.5635 3.7806
H -0.9468 1.8566 2.8581
C 1.3201 0.3922 3.7953
C 2.0768 1.6396 3.2757
H 1.3870 2.4765 3.0753
H 2.6504 1.4298 2.3487
H 2.7945 1.9765 4.0490
C -0.4892 -1.8764 3.1579
C 0.4712 -2.9873 2.7244
H -0.0223 -3.9631 2.7931
H 1.3717 -3.0287 3.3512
H 0.7651 -2.8262 1.6776
C -1.1843 -1.1339 -3.4013
C 0.0447 -1.8482 -3.9906
H -0.2251 -2.8414 -4.3813
H 0.8342 -1.9976 -3.2440
H 0.4650 -1.2944 -4.8442
C 0.2161 1.5194 -3.5824
C 1.6859 1.1358 -3.7516
H 2.2124 1.9935 -4.1943
H 1.8481 0.2691 -4.4069
H 2.1548 0.9218 -2.7840
C 3.3571 -2.3018 -0.6668
C -0.8642 -1.9066 4.6560
H -0.7304 -0.9461 5.1849
H -1.9251 -2.1904 4.7475
H -0.2844 -2.6844 5.1768
C -2.2813 -0.9127 -4.4549
H -2.1142 -1.6249 -5.2769
H -3.2859 -1.1087 -4.0578
H -2.2560 0.1038 -4.8754
C -0.4139 1.8351 -4.9466
H 0.1888 2.6071 -5.4565
H -0.4246 0.9571 -5.6119
H -1.4307 2.2370 -4.8376
C 2.2702 -0.6520 4.3626
H 2.8040 -1.1953 3.5737
H 3.0328 -0.1759 4.9883
H 1.7499 -1.3734 4.9874
H 0.6152 0.7382 4.5712
H 0.1964 2.4362 -2.9645
H -1.4153 -1.9597 2.5628
H -1.5765 -1.7094 -2.5389
O 4.2047 -3.0526 -0.7986
H -1.5431 -0.5366 0.0541
H -1.7833 -1.4788 -0.0135
C 0.3746 5.0435 0.2611
N 1.6931 4.6354 -0.1929
C 2.7563 5.5963 0.0631
C 1.9990 3.3112 -0.2368
N 1.1502 2.3817 0.1223
N 3.2725 3.0194 -0.6906
C 3.8976 1.7339 -0.4369
C 3.8844 3.7226 -1.8115
H 0.1773 4.7022 1.2967
H 0.3743 6.1294 0.2329
H -0.3829 4.6349 -0.4355
H 3.6068 5.1192 0.5783
H 3.0676 6.0770 -0.8758
H 2.3243 6.3641 0.7131
H 0.1983 2.7033 0.3943
H 4.7948 1.6563 -1.0577
H 4.1884 1.6426 0.6258
H 3.2268 0.9102 -0.7329
H 4.2198 2.9508 -2.5169
H 3.1896 4.3945 -2.3285
H 4.7828 4.2798 -1.5076

Cartesian forces, eV/Å:
Tl -0.7 0.9 -0.1
P 0.6 -0.5 -1.4
P -0.6 0.0 1.1
N 0.5 0.0 -0.2
C -0.6 0.4 0.5
H -0.3 -0.2 0.3
H 0.3 0.1 -0.3
C -0.4 0.9 0.4
H 0.1 -0.5 -0.4
H 0.9 -0.4 0.0
C -0.5 0.2 0.1
H 0.2 0.6 -0.3
H 0.0 -0.2 0.5
C 0.2 0.3 -0.6
H 0.0 0.0 0.1
H -0.3 -0.3 -0.2
C 0.2 0.8 -0.1
C 0.1 0.1 0.1
H 0.3 -0.3 0.0
H -0.4 0.1 0.5
H -0.4 -0.2 -0.4
C 0.2 0.1 -0.6
C -0.1 -0.3 0.0
H 0.1 0.1 0.0
H -0.3 0.1 -0.2
H 0.1 -0.3 0.2
C 0.3 -0.2 0.9
C 0.0 -0.1 -0.1
H -0.1 0.3 0.2
H 0.0 0.1 -0.1
H -0.2 -0.1 0.3
C 0.1 0.3 0.6
C 0.3 0.0 0.0
H -0.1 -0.3 0.1
H -0.1 0.3 0.2
H 0.0 0.0 -0.1
C 2.0 -1.8 -0.3
C -0.3 -0.1 0.1
H 0.0 -0.5 -0.2
H 0.4 0.2 0.1
H -0.1 0.4 -0.1
C -0.1 0.1 -0.1
H -0.1 0.3 0.2
H 0.3 0.1 -0.1
H -0.1 -0.5 0.1
C -0.1 0.0 -0.1
H -0.2 -0.3 0.3
H -0.1 0.3 0.3
H 0.2 -0.2 -0.2
C 0.3 -0.1 0.0
H -0.1 0.1 0.1
H -0.2 0.0 -0.1
H 0.0 -0.1 0.0
H 0.3 -0.1 0.0
H 0.1 0.0 -0.2
H 0.3 -0.2 0.1
H 0.0 -0.3 -0.6
O -1.9 1.6 0.3
H -1.0 -1.5 -0.1
H 0.5 1.1 -0.1
C -0.1 -0.5 -0.3
N 0.1 -0.4 0.2
C 0.2 0.5 0.0
C 0.0 0.3 -0.3
N -0.6 -1.0 -0.2
N -0.3 -0.3 0.2
C -0.3 0.0 0.5
C 0.3 0.2 -0.4
H 0.0 0.2 -0.4
H -0.4 -0.1 0.0
H 0.1 0.4 0.5
H -0.3 0.3 -0.3
H 0.2 -0.1 0.5
H 0.4 -0.1 -0.1
H 1.4 0.0 -0.1
H -0.2 0.0 0.3
H -0.2 -0.2 -0.5
H 0.3 0.0 0.1
H -0.2 0.4 -0.1
H 0.1 -0.2 0.2
H -0.3 0.0 0.0

Calculated values
Highest occupied orbital energy (alpha / beta) in Ha: -0.5221 / -0.4937
Charge: +2
HOMO-LUMO gap (alpha / beta) in eV: 6.0331 / 6.3975

Need the Mulliken charges? In units of e they are: 1.1557, 0.3021, -0.1644, 0.1560, -0.9589, 0.5024, 0.3652, -0.8458, 0.4058, 0.4787, -1.3487, 0.2262, 0.6153, -0.6829, 0.5612, 0.5513, 0.6735, -1.2325, 0.2907, -0.0137, 0.5630, 0.7795, -1.5364, 0.4786, 0.3323, 0.2497, 0.6340, -1.5599, 0.5029, 0.2777, 0.2951, 0.7594, -1.2674, 0.4616, 0.2798, 0.1652, 0.1425, -1.5377, 0.4079, 0.2954, 0.4224, -1.4648, 0.3968, 0.3838, 0.3034, -1.7532, 0.4749, 0.3327, 0.3709, -1.5290, 0.2794, 0.4811, 0.2916, 0.5332, 0.3111, 0.4647, 0.2366, -0.1440, -0.3392, 0.0077, -1.1040, 0.1693, -1.1605, -0.1397, 0.5970, 0.2762, -0.6875, -1.3687, 0.3410, 0.5125, 0.2443, 0.3347, 0.2961, 0.5298, -0.4333, 0.4832, 0.2011, -0.1283, 0.5104, 0.4164, 0.2895